The following is a quantum chemistry calculation of a cluster of 2 separate species, FH5Si2 in total at a distorted geometry, from OMol25.

Net charge: 0
Calculated total energy, a.u.: -681.7937
Orbital gap, eV: 8.330
Lowest unoccupied orbital energy, Ha: -0.0114
Highest occupied orbital energy, eV: -8.64

Last column: Mulliken charge in e.
Atoms and positions in Å:
H  2.420  -1.128  -1.194  -0.07
H  -1.997  -0.665  0.154  -0.08
F  2.824  0.934  0.006  -0.26
H  -1.333  1.491  1.031  -0.07
H  2.255  -1.061  1.249  -0.07
H  -1.372  1.107  -1.345  -0.08
Si  1.937  -0.423  -0.019  0.39
Si  -1.149  0.508  -0.029  0.25

Atomic forces in eV per Å
-0.09 -0.42 -0.32
-0.16 -0.22 0.08
-0.25 -0.10 -0.05
-0.01 0.18 0.26
-0.03 -0.42 0.25
-0.06 0.11 -0.19
-1.93 1.69 0.22
2.53 -0.81 -0.24